# 1
{"formula": "C18H33N5O5P", "method": "ωB97M-V/def2-TZVPD", "homo_energy_ev": -10.87, "energy_ha": -1696.319569, "fmax_ha_per_bohr": 0.10509, "total_charge": 1, "gap_ev": 6.967, "symbols": ["C", "C", "O", "P", "O", "C", "C", "C", "N", "C", "N", "C", "C", "C", "O", "C", "C", "C", "C", "C", "C", "N", "O", "C", "C", "H", "H", "H", "H", "H", "H", "H", "H", "H", "H", "H", "H", "H", "H", "H", "H", "H", "H", "H", "H", "H", "H", "H", "H", "H", "H", "H", "H", "H", "C", "O", "N", "N", "H", "H", "H", "H"], "xyz": [[-3.180748, 0.297750, 1.175680], [-1.514825, 0.280293, 1.324424], [-1.245254, -0.181302, 2.694159], [0.211675, 0.503122, 3.356962], [0.452174, 2.028890, 3.021506], [1.760371, -0.603941, 2.988857], [2.711142, -0.025493, 1.783997], [1.773354, 0.182173, 0.455957], [2.524715, 0.263721, -0.855822], [1.910129, 0.884450, -1.915777], [0.509755, 1.525829, -2.013241], [-0.029713, 0.782210, -3.253006], [1.287002, 0.449931, -4.200603], [1.425140, -1.192278, -4.171373], [0.975168, -1.865248, -5.401496], [0.559870, -3.265215, -5.057337], [1.385892, -4.183280, -3.931078], [0.910351, -5.695734, -3.513938], [-0.407599, -6.396871, -4.192334], [-1.238852, -5.556471, -5.350755], [-0.747633, -4.017723, -5.756170], [2.390717, 1.093487, -3.363433], [0.017087, 0.428615, 5.121559], [-1.184152, 1.201388, 5.511506], [-2.475547, 0.287106, 5.940239], [-3.587844, -0.473237, 1.990075], [-3.618322, 1.376663, 1.342042], [-3.470534, -0.141015, 0.130313], [-1.125469, -0.423308, 0.474317], [-1.173665, 1.374367, 1.089014], [1.407724, -1.696600, 2.705498], [2.385651, -0.672252, 4.003211], [3.317428, 0.938813, 2.100652], [3.539231, -0.853076, 1.558891], [1.064202, 1.110167, 0.645907], [1.059361, -0.757996, 0.381069], [3.490712, -0.134160, -1.033824], [-0.141596, 1.313666, -1.226706], [-0.757241, -0.085976, -2.958198], [-0.794955, 1.579139, -3.699884], [1.027911, 0.913458, -5.251017], [2.568502, -1.469532, -3.987741], [0.842944, -1.547286, -3.195318], [2.342973, -3.730164, -3.385238], [1.540553, -6.247038, -2.681393], [-0.703732, -7.484406, -3.817207], [-2.153046, -6.108706, -5.835756], [-1.413413, -3.492960, -6.594257], [3.369678, 0.779123, -3.545333], [-0.876065, 1.841190, 6.466481], [-1.546838, 1.973079, 4.710097], [-2.844826, 0.552085, 7.041447], [-3.383455, 0.609777, 5.235373], [-2.291019, -0.860234, 5.784391], [-1.040286, 5.426435, 3.104858], [-1.473284, 5.078597, 4.192065], [-1.414107, 6.571387, 2.505618], [-0.150526, 4.696149, 2.408689], [-1.068739, 6.874740, 1.610757], [-2.082818, 7.150899, 2.996068], [0.157182, 3.826746, 2.824355], [0.217511, 4.966057, 1.512194]], "atomic_forces_ev_per_a": [[0.569, -0.845, 0.456], [-2.607, 0.763, -1.506], [3.262, 1.761, -0.376], [-0.288, 3.438, 2.593], [-0.603, -5.370, 0.013], [0.435, -0.689, 0.210], [0.473, -0.378, -0.240], [-0.868, -0.739, 1.774], [-1.196, 2.203, -2.543], [-1.342, 0.955, -2.186], [2.918, -3.886, 0.548], [-1.940, 2.116, -0.744], [-2.330, -0.822, 0.660], [1.233, 0.071, 0.793], [-0.987, -2.327, 2.777], [-1.204, -4.405, 1.148], [-2.624, -1.132, -1.298], [-2.138, 2.240, -2.656], [1.567, 3.929, -0.966], [3.968, 1.260, 2.637], [1.113, -1.578, 1.836], [-0.886, -1.987, 3.163], [-0.940, -0.019, -4.289], [-1.482, 1.305, 1.747], [-0.808, 0.504, -0.511], [0.789, 1.882, -1.771], [0.887, -2.320, -0.305], [0.469, 1.066, 1.917], [-0.382, 0.909, 1.939], [-0.245, -1.989, 0.902], [0.613, 2.268, 0.657], [-1.507, 0.261, -2.229], [-1.649, -1.845, -0.714], [-1.873, 1.635, 0.460], [1.829, -1.660, -0.663], [1.544, 1.786, 0.097], [-1.655, 0.667, 0.634], [1.085, 0.141, -0.433], [1.968, 1.123, -0.567], [1.934, -1.719, 0.402], [1.344, -0.911, 2.093], [-2.218, 0.641, -0.477], [1.082, 0.445, -2.247], [-2.352, -1.137, -1.391], [-1.495, 1.236, -1.998], [0.585, 2.680, -1.089], [1.982, 1.584, 0.877], [1.852, -1.062, 2.102], [-1.232, 0.089, 0.149], [-0.394, -1.433, -2.228], [1.108, -1.485, 1.312], [1.075, -0.831, -2.382], [1.969, -0.864, 1.479], [-0.272, 2.282, 0.499], [-0.105, -0.228, 0.529], [-0.097, -0.087, 0.088], [-0.793, 1.394, -0.287], [0.789, -0.824, -0.450], [-0.050, -0.054, 0.211], [0.271, -0.189, -0.218], [-0.060, 0.102, -0.158], [-0.092, 0.080, 0.219]], "mulliken_charge": [-1.027, 0.327, -0.353, 0.797, -0.836, -0.805, -0.632, -0.234, -0.065, 0.284, -0.310, -0.768, 0.217, -0.487, -0.380, 0.452, -0.120, -0.298, -0.347, -0.351, -0.404, -0.344, -0.469, -0.093, -0.862, 0.270, 0.248, 0.335, 0.042, 0.186, 0.375, 0.358, 0.332, 0.396, 0.198, 0.182, 0.356, 0.222, 0.302, 0.348, 0.359, 0.145, 0.367, 0.155, 0.279, 0.288, 0.306, 0.271, 0.364, 0.347, 0.110, 0.282, 0.240, 0.238, 0.632, -0.646, -0.394, -0.272, 0.152, 0.244, 0.342, 0.146]}

# 2
{"formula": "C13H33BiCl2N2O2P2", "method": "ωB97M-V/def2-TZVPD", "e_above_lowest_kcal_mol": 93.0, "homo_energy_ev": [-13.78, -13.77], "energy_ha": -2592.211679, "fmax_ha_per_bohr": 0.12408, "total_charge": 2, "gap_ev": [4.651, 4.214], "symbols": ["C", "C", "H", "H", "H", "O", "Cl", "Bi", "P", "C", "C", "H", "H", "H", "H", "H", "H", "C", "H", "H", "H", "P", "C", "C", "H", "H", "H", "C", "H", "H", "H", "H", "H", "H", "Cl", "C", "N", "C", "C", "O", "N", "C", "C", "H", "H", "H", "H", "H", "H", "H", "H", "H", "H", "H", "H"], "xyz": [[1.602879, 1.792989, -5.268494], [0.745944, 1.378223, -4.211170], [0.862793, 1.963650, -6.098864], [2.376127, 1.009024, -5.542936], [2.174972, 2.733530, -5.005965], [-0.264937, 1.001402, -3.750844], [3.311690, 1.017491, -2.227078], [1.235495, 0.636762, -1.506922], [0.979811, -2.209026, -1.757047], [-0.552113, -3.193410, -1.708067], [1.696459, -2.540207, -3.396694], [1.826569, -3.624941, -3.501282], [2.179765, -4.134147, -0.886888], [2.665433, -2.033982, -3.498176], [3.039650, -2.587178, -0.520712], [-1.233843, -2.863887, -2.506468], [1.012773, -2.174548, -4.175553], [2.063825, -3.086952, -0.572781], [-0.314851, -4.260417, -1.855510], [1.605753, -3.047830, 0.425614], [-1.051119, -3.062937, -0.734403], [0.261860, 2.923709, 0.056876], [-1.432304, 3.296592, 0.616182], [1.216649, 3.127623, 1.604742], [1.711203, 4.233727, -1.381516], [0.748075, 5.265539, -0.272778], [-0.018876, 4.536276, -1.722910], [0.723174, 4.386043, -0.928655], [2.261557, 2.843548, 1.427870], [1.146661, 4.171492, 1.941418], [-1.459807, 4.268069, 1.138207], [-1.775307, 2.505454, 1.301029], [0.805127, 2.458791, 2.372930], [-2.108009, 3.330873, -0.251562], [2.848500, 0.147960, 0.564882], [-3.167948, -0.925845, 0.587478], [-2.466106, -1.079029, 1.828369], [-3.005036, -2.093796, 2.732054], [-1.143002, -0.750219, 1.894998], [-0.541950, -0.370718, 0.779157], [-0.519093, -0.782755, 3.113817], [-1.224895, -0.533943, 4.358451], [0.932506, -0.649779, 3.190575], [-4.242218, -0.890742, 0.797055], [-2.973223, -1.764554, -0.098983], [-2.854058, 0.002361, 0.110446], [-2.199679, -2.698541, 3.214425], [-3.638715, -1.632468, 3.532134], [-3.663156, -2.785659, 2.151653], [-1.360911, -1.462586, 4.882699], [-0.611748, 0.118166, 4.955712], [-2.161578, -0.070008, 4.148666], [1.392526, -0.669806, 2.178985], [1.213556, 0.301544, 3.674432], [1.343150, -1.470933, 3.801399]], "atomic_forces_ev_per_a": [[1.401, 0.644, -0.620], [-4.871, -1.913, 0.990], [0.641, -0.029, 0.397], [-0.967, 0.624, 0.447], [-0.699, -0.873, -0.196], [3.659, 1.868, -2.845], [4.137, 1.131, -2.776], [-2.650, -1.782, 5.524], [0.449, -0.703, 0.565], [-0.405, 0.218, -0.073], [-0.053, 0.000, -0.030], [0.047, 0.258, -0.185], [-0.032, 0.278, 0.051], [-0.158, -0.202, 0.037], [-0.229, -0.201, 0.000], [0.133, -0.154, 0.281], [0.157, -0.192, 0.096], [0.029, 0.293, -0.010], [0.009, 0.403, 0.027], [0.116, 0.026, -0.294], [0.248, 0.004, -0.369], [0.254, 0.447, 0.939], [-0.379, -0.254, -0.222], [0.138, -0.230, -0.163], [-0.138, 0.160, 0.131], [0.013, -0.097, -0.288], [0.162, 0.086, 0.141], [-0.019, -0.052, -0.098], [-0.227, 0.158, 0.148], [0.023, -0.275, -0.071], [0.100, -0.341, -0.222], [0.134, 0.257, -0.255], [0.113, 0.154, -0.243], [0.108, 0.025, 0.337], [-1.151, 0.185, -0.908], [-0.276, 0.167, -0.516], [0.881, -0.470, 0.930], [-0.773, -0.570, 0.677], [1.329, 1.250, -2.475], [-1.069, -0.933, 2.687], [0.103, 0.323, -1.490], [0.438, -0.472, -0.361], [0.455, -0.170, -0.457], [0.212, 0.037, -0.092], [-0.066, 0.173, 0.085], [-0.122, -0.115, -0.033], [-0.633, 0.544, -0.481], [0.502, -0.479, -0.615], [0.589, 0.507, 0.413], [-0.243, -0.277, 0.519], [0.136, 0.323, 0.298], [-0.686, 0.322, 0.059], [-0.613, -0.095, 0.960], [-0.132, -0.275, -0.167], [-0.126, 0.287, -0.184]], "mulliken_charge": [-0.802, 0.687, 0.374, 0.339, 0.354, -0.237, -0.400, 1.246, 0.672, -1.050, -1.151, 0.408, 0.452, 0.347, 0.361, 0.383, 0.323, -1.140, 0.442, 0.278, 0.143, 0.610, -1.091, -1.089, 0.336, 0.417, 0.352, -1.195, 0.352, 0.477, 0.412, 0.224, 0.176, 0.361, -0.496, -0.918, 0.211, -1.194, 0.087, -0.240, 0.248, -1.207, -0.585, 0.440, 0.288, 0.165, 0.384, 0.316, 0.415, 0.330, 0.405, 0.422, -0.161, 0.342, 0.377]}

# 3
{"formula": "C3H7N2", "method": "ωB97M-V/def2-TZVPD", "e_above_lowest_kcal_mol": 50.0, "homo_energy_ev": -14.59, "energy_ha": -227.674705, "smiles": "NCC1=[NH+]C1", "fmax_ha_per_bohr": 0.02722, "total_charge": 1, "gap_ev": 9.530, "symbols": ["N", "C", "C", "N", "C", "H", "H", "H", "H", "H", "H", "H"], "xyz": [[1.494296, 0.973100, -0.507786], [1.158475, -0.414565, -0.308390], [-0.255637, -0.506844, 0.105408], [-1.434883, -0.751705, -0.304436], [-1.355551, 0.053282, 0.916525], [1.628394, 1.519589, 0.331414], [0.938917, 1.458823, -1.198015], [1.808704, -0.831161, 0.466124], [1.313771, -0.972672, -1.237271], [-2.051504, -1.201234, -0.958634], [-1.620988, -0.427196, 1.850241], [-1.623994, 1.100584, 0.844820]], "atomic_forces_ev_per_a": [[-0.232, -0.001, 0.050], [0.698, -0.167, -0.253], [-1.202, 0.334, -0.635], [1.118, 0.053, 0.599], [-0.236, 0.196, 0.756], [-0.028, -0.032, -0.034], [0.073, 0.007, 0.010], [-0.162, -0.077, -0.084], [-0.049, -0.028, 0.208], [-0.089, -0.171, -0.386], [0.017, -0.123, -0.045], [0.093, 0.010, -0.185]], "mulliken_charge": [-0.514, -0.426, 0.401, -0.080, -0.313, 0.248, 0.246, 0.339, 0.328, 0.270, 0.247, 0.255]}